# 1
Below is an isolated ion of composition C14H7Cl2N4O6S and charge -1, with properties calculated with wB97M-V/def2-TZVPD.

Structure (ORCA input):
```
! wB97M-V def2-TZVPD RIJCOSX def2/J DEFGRID3
* xyz -1 1
N -1.39355 -3.41786 4.45931
C -0.97134 -2.52788 3.84530
C -0.47177 -1.38609 3.15216
C 0.89248 -1.10447 2.75535
C 1.26528 0.16252 2.36581
N 2.64466 0.51799 2.22486
O 3.54643 -0.28891 2.53794
O 2.89709 1.67309 1.77731
C 0.35249 1.34730 2.05779
C 0.35831 1.94637 0.71775
Cl 0.91931 0.88676 -0.48589
S 1.46812 3.70944 0.39049
O 2.74356 3.35686 -0.17968
O 1.31725 4.57376 1.55654
C 0.46437 4.36303 -0.99177
C 1.02174 4.33366 -2.25303
C 0.36485 4.97000 -3.30834
C -0.84044 5.63483 -3.06766
Cl -1.61952 6.49081 -4.32809
C -1.44569 5.59720 -1.80095
C -0.76869 4.94858 -0.74150
C -1.05858 0.89984 2.44930
C -1.41566 -0.36742 2.90279
N -2.76878 -0.52368 3.10669
O -3.25580 0.72092 2.68676
N -2.17674 1.62565 2.21331
O -2.48236 2.70739 1.75936
H 1.61647 -1.90362 2.80399
H 0.74154 2.30517 2.44702
H -0.59563 2.51985 0.59605
H 1.97661 3.82994 -2.43436
H 0.80114 4.98800 -4.30316
H -2.38600 6.08342 -1.61816
H -1.21373 4.91270 0.24130
*
```

Values from the calculation:
- LUMO (eV) = 2.23
- HOMO (eV) = -4.606
- SMILES = N#CC1=CC(=[N+]([O-])[O-])[C@@H]([C@H](Cl)S(=O)(=O)c2ccc(Cl)cc2)c2c1no[n+]2[O-]
- Kohn-Sham gap (eV) = 6.84


# 2
Below is C16H32Li6O12P2 as an isolated structure, with properties calculated with wB97M-V/def2-TZVPD.

Structure (ORCA input):
```
! wB97M-V def2-TZVPD RIJCOSX def2/J DEFGRID3
* xyz 0 1
Li -0.66270 2.44524 -0.92698
Li 1.98011 0.96807 -3.22946
Li 2.26098 1.89199 -0.63243
Li -0.18121 0.55013 1.55448
Li -1.12297 1.73878 -3.37442
Li -1.56693 -1.18400 -1.26534
P 0.36034 0.25881 -0.78366
O 1.62799 0.00033 -1.55225
O -0.23982 -0.83564 0.13352
O -0.84060 0.66844 -1.67401
O 0.63422 1.51522 0.13904
P 0.88734 3.14011 -3.26166
O 2.04981 2.61676 -2.36372
O -0.51611 3.30370 -2.52094
O 0.61689 1.93916 -4.29574
O 1.12929 4.39092 -4.04245
C 1.75524 -1.23381 4.88914
C 2.19744 -1.71941 3.50176
C 2.11329 -0.42102 2.70191
O 0.90563 0.18241 3.16026
C 0.68071 -0.20372 4.53831
H 2.60814 -0.76625 5.37719
H 1.34156 -2.03382 5.49620
H 1.48042 -2.41281 3.05567
H 3.17693 -2.19223 3.49415
H 2.04905 -0.59054 1.62427
H 2.99037 0.22804 2.82467
H -0.31530 -0.64815 4.58466
H 0.69993 0.68664 5.16567
C -1.96878 -3.88971 -4.43688
C -0.64005 -3.14925 -4.62733
C -0.93016 -1.74789 -4.08876
O -1.87278 -1.98131 -3.02892
C -2.79696 -2.96490 -3.52616
H -1.84927 -4.87400 -3.98627
H -2.51732 -4.05007 -5.36531
H -0.28387 -3.10597 -5.65454
H 0.14940 -3.57978 -4.01138
H -1.38911 -1.08749 -4.83487
H -0.07553 -1.21852 -3.67198
H -3.55761 -2.43650 -4.10380
H -3.20329 -3.45457 -2.64678
C 3.01283 5.40264 0.91016
C 2.31185 4.85192 2.16300
C 2.61040 3.33721 2.09469
O 3.20762 3.08493 0.82778
C 3.91518 4.25541 0.47030
H 3.59090 6.31833 1.03839
H 2.29567 5.60834 0.11589
H 1.23822 5.02386 2.10773
H 2.69271 5.29433 3.08034
H 1.75099 2.67992 2.20065
H 3.32974 3.07114 2.88546
H 4.07551 4.25761 -0.60836
H 4.90739 4.24030 0.94047
C -4.40586 -2.34106 1.64751
C -3.02209 -2.94860 1.84406
C -2.57367 -3.16559 0.41658
O -3.09412 -2.02709 -0.29442
C -4.22328 -1.47351 0.39710
H -4.75247 -1.77834 2.51363
H -5.15005 -3.12103 1.47200
H -3.01334 -3.85153 2.45040
H -2.31408 -2.23431 2.27635
H -3.00187 -4.07682 -0.02020
H -1.49351 -3.18696 0.28287
H -5.09628 -1.50587 -0.24952
H -3.96313 -0.45857 0.70225
*
```

Values from the calculation:
- LUMO (eV) = -0.56
- HOMO (eV) = -6.169
- Kohn-Sham gap (eV) = 5.61


# 3
Below is one molecule with the formula C3H5N3, with properties calculated with wB97M-V/def2-TZVPD.

Structure (ORCA input):
```
! wB97M-V def2-TZVPD RIJCOSX def2/J DEFGRID3
* xyz 0 1
H -1.13440 1.36552 -1.22111
N -1.68083 1.34492 -0.35618
C -1.40523 0.27660 0.29174
N -0.94361 -1.02778 -0.28601
N 0.29518 -1.03862 -0.75295
C 0.93977 -0.16024 -0.14050
C 2.09299 0.22744 0.34987
H -1.88506 0.10140 1.26228
H -1.44885 -1.90860 -0.20277
H 2.21145 1.24536 0.70113
H 2.95859 -0.42601 0.35453
*
```

Values from the calculation:
- LUMO (alpha / beta) (eV) = -0.13 / -0.13
- HOMO (alpha / beta) (eV) = -8.166 / -8.167
- SMILES = [H]/N=C\NN=C=C
- Kohn-Sham gap (alpha / beta) (eV) = 8.04 / 8.04


One value per record, in order, for E_tot: -68750.0468; -61507.8327; -7657.3283 eV.